# C35H48N4O6PSe2SiTa

A structure of composition C35H48N4O6PSe2SiTa at a distorted geometry (ωB97M-V/def2-TZVPD, the OMol25 dataset).

Calculated values
Highest occupied orbital energy, eV: -7.444
Total energy, eV: -204734.0686
Frontier orbital gap, eV: 6.6
ΔE to the lowest compared entry with this formula, charge and spin, kcal per mole: 0.0
E_LUMO, Eh: -0.0312
Charge: 0

```
98
Properties=species:S:1:pos:R:3:forces:R:3
Ta 0.5351 0.5010 1.8536 1.5 -0.7 0.6
O -0.1033 -1.3694 1.9762 -0.1 1.2 -0.2
C -0.8236 -1.8708 2.9920 0.0 0.1 0.2
C -1.9152 -2.6880 2.7193 0.1 -0.1 0.0
C -2.6762 -3.1814 3.7611 0.0 0.0 -0.1
C -2.3584 -2.8871 5.0854 0.1 0.0 0.1
C -1.2689 -2.0903 5.3605 0.0 0.0 0.0
C -0.4893 -1.5559 4.3262 -0.2 -0.1 0.0
C 0.6740 -0.7791 4.6647 -0.1 -0.1 0.0
N 1.3621 -0.1475 3.7818 -0.5 0.4 0.2
N 2.5988 0.3452 4.1440 0.1 -0.1 -0.2
C 3.2113 0.6438 3.0414 0.1 -0.3 0.1
O 2.6263 0.5341 1.8690 -0.7 0.4 0.1
C 4.6462 0.9864 3.0794 -0.1 0.2 0.1
C 5.1632 1.7141 4.1478 0.0 0.0 0.0
C 6.5148 2.0121 4.1869 0.0 0.0 0.0
C 7.3537 1.5743 3.1702 0.0 0.0 0.0
C 6.8393 0.8392 2.1125 0.0 0.0 0.0
C 5.4846 0.5513 2.0609 0.0 0.0 0.0
H -2.1488 -2.9017 1.6851 0.0 0.0 0.0
H -3.5359 -3.8007 3.5405 0.0 0.0 0.0
H -2.9606 -3.2816 5.8913 0.0 0.0 0.0
H -1.0096 -1.8569 6.3859 0.0 0.0 0.0
H 1.0077 -0.7647 5.6987 0.2 -0.1 -0.1
H 4.4978 2.0403 4.9355 0.0 0.0 0.0
H 6.9157 2.5871 5.0109 0.0 0.0 0.0
H 8.4102 1.8050 3.2035 0.0 0.0 0.0
H 7.4946 0.4896 1.3257 0.0 0.0 0.0
H 5.0726 -0.0224 1.2419 0.0 0.0 0.0
N -0.5995 4.2221 -0.0724 0.1 0.1 0.0
C -1.9584 4.2961 -0.3125 -0.1 0.1 0.0
C -2.5907 5.4798 -0.6169 0.1 -0.1 0.0
C -3.9623 5.5160 -0.9248 -0.1 0.0 0.0
C -4.7173 4.3785 -0.9337 0.0 0.1 0.0
C -4.1075 3.1435 -0.6142 0.0 0.0 0.0
C -4.8214 1.9245 -0.5872 0.0 0.0 0.0
C -4.1719 0.7680 -0.2694 0.0 0.0 0.0
C -2.7981 0.8301 0.0368 0.1 0.0 0.0
N -2.1022 1.9372 0.0327 -0.1 -0.1 0.1
C -2.7316 3.0923 -0.2972 -0.1 0.1 0.0
H -0.1966 5.0670 0.3025 0.0 0.0 0.0
H -0.3151 3.3980 0.4366 0.0 0.0 0.0
H -2.0178 6.3991 -0.6232 0.0 0.0 0.0
H -4.4166 6.4698 -1.1614 0.0 0.0 0.0
H -5.7727 4.4036 -1.1722 0.0 0.0 0.0
H -5.8800 1.9291 -0.8193 0.0 0.0 0.0
H -4.6830 -0.1849 -0.2408 0.0 0.0 0.0
H -2.2667 -0.0906 0.2688 0.0 0.0 0.0
C 3.9362 2.2297 -0.6951 -0.1 -0.1 -0.1
Si 2.5755 1.5717 -1.7933 0.0 0.1 0.1
C 1.6920 2.9300 -2.7274 0.0 -0.2 0.1
C 3.1908 0.2237 -2.9418 0.0 0.1 0.1
Se 0.8782 0.5765 -0.5555 -0.4 -0.2 -0.7
H 4.4676 3.0406 -1.1970 0.0 0.0 -0.1
H 4.6566 1.4481 -0.4596 0.0 0.0 0.0
H 3.5383 2.6061 0.2466 0.0 0.0 0.0
H 2.3055 3.2896 -3.5562 0.1 0.0 0.0
H 1.4597 3.7654 -2.0657 0.0 0.0 0.0
H 0.7442 2.5718 -3.1326 0.0 0.0 0.0
H 4.0513 0.5983 -3.5022 0.0 0.0 0.0
H 2.4311 -0.0842 -3.6606 -0.1 0.0 0.0
H 3.5126 -0.6553 -2.3818 0.0 0.0 0.0
C -2.3699 -4.7207 -1.5411 0.0 0.0 0.0
C -2.3737 -3.5461 -2.5162 0.0 0.1 0.0
C -3.7679 -2.9169 -2.5537 0.0 0.0 0.0
P -1.1714 -2.2170 -2.0012 0.0 -0.1 0.0
C 0.5050 -3.0419 -1.9853 0.0 0.0 -0.1
C 0.8183 -3.6912 -0.6385 0.0 0.0 0.0
C 0.8119 -3.9787 -3.1501 0.0 0.0 0.0
C -0.9927 -1.1967 -3.5686 0.0 0.0 0.0
C -1.3887 -1.8557 -4.8894 0.0 0.0 0.0
C -1.7089 0.1466 -3.4159 -0.1 0.0 0.0
H -3.2385 -5.3594 -1.7194 0.0 0.0 0.0
H -2.4222 -4.3745 -0.5057 0.0 0.0 0.0
H -1.4792 -5.3389 -1.6393 0.0 0.0 0.0
H -2.1281 -3.9193 -3.5141 0.0 0.0 0.0
H -4.0509 -2.5667 -1.5577 0.0 0.0 0.0
H -4.5108 -3.6498 -2.8774 0.0 0.0 0.0
H -3.8252 -2.0612 -3.2265 0.0 0.0 0.0
H 1.1677 -2.1716 -2.0691 0.0 0.0 0.0
H 0.2204 -4.5856 -0.4622 0.0 0.0 0.0
H 0.6360 -2.9994 0.1815 0.0 0.1 0.1
H 1.8683 -3.9935 -0.6068 0.0 0.0 0.0
H 0.1048 -4.8094 -3.2004 0.0 0.0 0.0
H 1.8105 -4.4095 -3.0388 0.0 0.0 0.0
H 0.7851 -3.4588 -4.1082 0.0 0.0 0.0
H 0.0843 -0.9941 -3.6096 0.0 0.0 0.0
H -2.4670 -2.0108 -4.9490 0.0 0.0 0.0
H -0.9057 -2.8189 -5.0499 0.0 0.0 0.0
H -1.1141 -1.2037 -5.7224 0.0 0.0 0.0
H -2.7910 0.0105 -3.3411 0.0 0.0 0.0
H -1.5187 0.7828 -4.2845 0.0 0.0 0.0
H -1.3856 0.6791 -2.5214 0.0 0.0 0.0
O 0.6366 2.4332 2.5115 -0.3 -0.6 0.2
Se -0.8162 2.4731 3.4868 0.3 -0.9 -1.0
O -1.7784 3.6290 3.0086 -0.3 0.3 -0.1
O -1.2461 0.9255 2.7982 0.6 0.4 0.0
O -0.4463 2.2932 5.0153 0.1 0.0 0.5
```
Forces are in eV/Å.